*P*
C6H12S | the ωB97M-V functional and the def2-TZVPD basis

The geometry in ORCA input format:
```
! RIJCOSX wB97M-V def2-TZVPD def2/J DEFGRID3
* xyz 0 1
C 1.833 1.436 -0.682
S 0.669 0.387 -0.092
C 1.829 -0.919 1.056
C -0.512 1.304 0.642
C -1.751 0.490 0.663
C -1.922 -0.129 -0.660
C -0.595 -0.650 -1.180
H 2.785 1.136 -0.885
H 1.477 2.237 -1.428
H 1.303 -1.731 1.468
H 2.671 -1.481 0.617
H 2.155 -0.271 1.852
H -0.260 1.638 1.578
H -1.693 -0.361 1.427
H -2.784 0.952 0.968
H -2.539 -1.025 -0.459
H -2.537 0.546 -1.432
H -0.610 -1.654 -0.687
H -0.549 -0.550 -2.255
*
```

As for the gap between HOMO and LUMO: 8.12 eV. Its LUMO energy is 0.659 eV. Its SMILES is C=[S@@]1(C)=CCCC1.

---

*Q*
C6H12S | the ωB97M-V functional and the def2-TZVPD basis

The geometry in ORCA input format:
```
! RIJCOSX wB97M-V def2-TZVPD def2/J DEFGRID3
* xyz 0 1
C -2.864 -0.293 0.413
S -1.882 0.660 -0.744
C -0.315 0.035 -0.168
C -0.085 -1.369 -0.352
C 0.485 0.767 0.903
C 1.016 1.195 -0.471
C 2.184 0.440 -1.078
H -3.784 0.219 0.645
H -2.250 -0.506 1.259
H -3.269 -1.102 -0.221
H -0.233 -1.663 -1.347
H -0.872 -1.897 0.158
H 0.845 -1.829 -0.014
H 1.344 0.216 1.526
H 0.042 1.690 1.470
H 0.585 2.033 -1.003
H 2.064 0.177 -2.071
H 2.264 -0.476 -0.535
H 3.168 0.929 -0.793
*
```

As for the gap between HOMO and LUMO: 9.21 eV. Its LUMO energy is 0.929 eV. Its SMILES is CS[C@]1(C)C[C@H]1C.

---

*R*
C6H12S | the ωB97M-V functional and the def2-TZVPD basis

The geometry in ORCA input format:
```
! RIJCOSX wB97M-V def2-TZVPD def2/J DEFGRID3
* xyz 0 1
C 1.048 2.301 0.186
C 0.290 1.244 0.476
C 0.732 -0.223 0.569
C 1.439 -0.722 -0.684
C -0.531 -1.099 0.885
C -1.533 -1.138 -0.356
S -2.742 0.295 -0.106
H 1.966 2.153 -0.447
H 0.791 3.403 0.112
H -0.606 1.562 1.033
H 1.489 -0.504 1.422
H 0.855 -0.305 -1.528
H 1.263 -1.779 -0.825
H 2.500 -0.518 -0.839
H -1.140 -0.640 1.653
H -0.265 -2.084 1.114
H -1.001 -0.960 -1.251
H -2.209 -1.954 -0.312
H -2.348 0.969 -1.099
*
```

As for the gap between HOMO and LUMO: 9.65 eV. Its LUMO energy is 0.915 eV. Its SMILES is C=C[C@H](C)CCS.

---

Which one sits at the bottom of the stability order? *P* does.

---

*P*
C5H14NO2 | the ωB97M-V functional and the def2-TZVPD basis

The geometry in ORCA input format:
```
! RIJCOSX wB97M-V def2-TZVPD def2/J DEFGRID3
* xyz 1 1
O 2.360 0.983 1.124
C 2.073 -0.244 0.473
C 0.834 -0.003 -0.354
N -0.399 -0.081 0.537
C -1.570 -0.420 -0.368
C -0.974 -1.030 -1.648
C 0.547 -0.940 -1.500
H 3.048 0.868 1.791
H 2.896 -0.535 -0.180
H 1.973 -1.046 1.214
H 0.867 1.047 -0.640
H -0.346 -0.770 1.262
H -0.626 0.839 0.937
H -2.127 0.493 -0.560
H -2.219 -1.105 0.160
H -1.350 -0.563 -2.553
H -1.291 -2.059 -1.663
H 1.020 -1.904 -1.325
H 1.002 -0.597 -2.429
H -2.668 2.446 1.702
H -1.298 2.455 2.410
O -1.752 2.166 1.611
*
```

As for the gap between HOMO and LUMO: 11.62 eV. Its LUMO energy is -2.863 eV.

---

*Q*
C5H14NO2 | the ωB97M-V functional and the def2-TZVPD basis

The geometry in ORCA input format:
```
! RIJCOSX wB97M-V def2-TZVPD def2/J DEFGRID3
* xyz 1 1
C 0.324 -1.387 3.262
C 1.217 -0.233 2.775
C 1.872 -0.564 1.456
C 3.202 -0.789 1.148
C -0.402 0.050 0.526
N 1.039 -0.437 0.408
H -0.721 -1.170 2.950
H 0.542 -2.341 2.775
H 0.283 -1.467 4.347
H 0.592 0.601 2.388
H 2.005 0.189 3.456
H 4.044 -0.342 1.682
H 3.420 -1.653 0.514
H -0.393 0.927 -0.139
H -1.044 -0.776 0.303
H 1.300 -0.759 -0.513
H -3.343 1.550 -2.536
H -3.368 2.073 -3.901
O -3.661 2.328 -3.011
H -2.843 1.589 -6.520
H -1.566 1.203 -5.735
O -2.501 1.408 -5.638
*
```

As for the gap between HOMO and LUMO: 5.09 eV. Its LUMO energy is -7.940 eV.

---

*R*
C5H14NO2 | the ωB97M-V functional and the def2-TZVPD basis

The geometry in ORCA input format:
```
! RIJCOSX wB97M-V def2-TZVPD def2/J DEFGRID3
* xyz 1 1
O 0.829 0.814 -0.488
O 0.423 0.872 1.697
C 1.065 1.321 0.578
C 2.039 2.451 0.806
H 0.733 1.397 2.485
H 2.836 2.143 1.503
H 1.523 3.330 1.228
H 2.503 2.742 -0.152
C -0.667 -1.257 -1.944
C -1.907 -0.247 -0.077
C -0.110 -1.863 0.373
N -0.597 -0.788 -0.533
H -0.991 -0.440 -2.610
H -1.391 -2.085 -2.024
H 0.319 -1.618 -2.283
H -2.667 -1.046 -0.103
H -1.832 0.134 0.956
H -2.238 0.576 -0.732
H -0.818 -2.709 0.360
H 0.879 -2.228 0.047
H -0.025 -1.492 1.408
H 0.095 -0.007 -0.495
*
```

As for the gap between HOMO and LUMO: 11.74 eV. Its LUMO energy is -2.925 eV.

---

Which one sits at the bottom of the stability order? *Q* does.

---

*P*
C5H14NO2 | the ωB97M-V functional and the def2-TZVPD basis

The geometry in ORCA input format:
```
! RIJCOSX wB97M-V def2-TZVPD def2/J DEFGRID3
* xyz 1 1
C 1.665 -1.112 -0.686
O 1.212 -2.435 -0.857
C 0.871 -0.158 -1.556
C -0.106 0.730 -0.780
C -1.148 -0.042 -0.045
C -1.728 -1.186 -0.331
N -1.522 0.555 1.310
H 1.422 -0.871 0.372
H 2.752 -1.008 -0.696
H 1.648 -3.234 -0.563
H 0.413 -0.673 -2.397
H 1.584 0.558 -1.943
H 0.470 1.343 -0.086
H -0.504 1.481 -1.466
H -1.629 -1.638 -1.304
H -2.380 -1.730 0.349
H -0.987 1.424 1.441
H -1.352 -0.080 2.081
H -2.525 0.764 1.284
H -0.282 3.518 2.248
H 1.221 3.310 2.243
O 0.389 2.853 2.049
*
```

As for the gap between HOMO and LUMO: 9.87 eV. Its LUMO energy is -3.264 eV.

---

*Q*
C5H14NO2 | the ωB97M-V functional and the def2-TZVPD basis

The geometry in ORCA input format:
```
! RIJCOSX wB97M-V def2-TZVPD def2/J DEFGRID3
* xyz 1 1
N 1.167 -0.902 0.660
C -0.280 -0.451 0.537
C -1.082 -1.116 1.625
O -0.736 -2.530 1.703
C -0.464 1.051 0.401
C 0.375 1.654 -0.720
C 0.020 1.067 -2.100
O 1.072 0.211 -2.539
H 1.744 -0.315 0.054
H 1.187 -1.906 0.474
H 1.514 -0.765 1.612
H -0.624 -0.940 -0.384
H -0.856 -0.812 2.665
H -2.170 -1.015 1.571
H -1.566 -3.015 1.857
H -0.170 1.415 1.411
H -1.514 1.294 0.274
H 0.241 2.740 -0.719
H 1.445 1.438 -0.630
H -0.259 1.754 -2.911
H -0.865 0.405 -2.013
H 1.823 0.737 -2.828
*
```

As for the gap between HOMO and LUMO: 11.14 eV. Its LUMO energy is -3.143 eV. Its SMILES is [NH3+][C@@H](CO)CCCO.

---

Which one sits at the bottom of the stability order? *P* does.